No. 1
The following is a quantum chemistry calculation of a structure of composition C14H13N3PtS3, from the OMol25 dataset.

As for the net charge: 0. Its molar mass is 514.6 g mol⁻¹. The energy above the lowest of the compared OMol25 structures with the same formula, charge and spin comes out at 5.0 kcal/mol. The calculation puts the orbital gap (alpha / beta) at 5.8 / 6.5 eV. The LUMO energy (alpha / beta) is -0.4 / -0.4 eV. The calculation puts the total energy at -2019.44389 Ha. The spin multiplicity is 3.

Each line ends with the natural charge from an NBO analysis.
Atoms and positions in Å:
Pt  -0.02064  0.01554  -0.88721  0.5066
C  0.37924  -3.64622  -3.74202  -0.6435
C  0.59830  -2.38444  -2.94037  -0.2159
S  -0.77540  -1.83828  -2.04430  -0.0861
C  1.76930  -1.70238  -2.93531  -0.2158
C  2.98344  -2.12345  -3.72228  -0.6419
S  1.97265  -0.23804  -2.03782  -0.0920
H  -0.63306  -4.01210  -3.58314  0.2252
H  1.07775  -4.43023  -3.44200  0.2137
H  0.51460  -3.46574  -4.81094  0.2128
H  2.80117  -3.03105  -4.29623  0.2117
H  3.82387  -2.29968  -3.04867  0.2202
H  3.27758  -1.32865  -4.41027  0.2199
N  -1.31337  2.26621  2.53324  -0.5256
C  -0.74739  1.28498  3.32057  0.1632
C  -0.65037  1.11903  4.69566  -0.2595
C  0.00308  -0.01491  5.13986  -0.1966
C  0.54052  -0.95040  4.24518  -0.2173
C  0.44288  -0.78379  2.87868  -0.1862
C  -0.21196  0.35305  2.41845  0.0885
N  -0.45869  0.77838  1.12969  -0.5209
C  -1.11401  1.91605  1.23155  0.3794
C  -1.55320  2.67439  0.08323  0.0482
C  -2.23441  3.85865  0.05393  -0.4212
S  -2.51178  4.33265  -1.56469  0.4610
C  -1.69469  2.91130  -2.10186  -0.1015
N  -1.25923  2.15801  -1.15310  -0.4381
H  -1.78851  3.09156  2.85142  0.4204
H  -1.06546  1.84123  5.38706  0.2187
H  0.10075  -0.18254  6.20423  0.2185
H  1.04308  -1.82263  4.64154  0.2208
H  0.85434  -1.49996  2.17967  0.2465
H  -2.57928  4.46141  0.87874  0.2432
H  -1.57112  2.69205  -3.15250  0.2430

No. 2
The following is a quantum chemistry calculation of a cluster of 2 separate species, C28H50Cl2I3N4O5P2 in total in a non-equilibrium geometry, from the OMol25 dataset.

As for the net charge: +1. Its molar mass is 1036.3 g mol⁻¹. The calculation puts the orbital gap at 6.8 eV. The LUMO energy is -3.6 eV. The calculation puts the total energy at -4187.57098 Ha.

Each line ends with the Löwdin charge.
Atoms and positions in Å:
C  3.60042  4.26791  -2.90743  -0.1182
O  2.21237  3.99874  -2.47845  -0.2703
C  1.76178  2.73424  -3.10063  -0.2082
C  2.06002  1.50150  -2.00505  -0.1945
C  0.95527  0.37692  -2.17085  -0.2454
C  -0.28881  0.09081  -1.25712  -0.2330
N  -0.44607  0.03253  0.23994  -0.3520
P  -1.11803  1.72016  0.53840  0.7731
O  -0.02512  2.94153  -0.16653  -0.3772
Cl  -1.19784  2.33248  2.55759  0.2917
C  0.67932  -0.40702  1.08967  -0.8594
Cl  2.09007  -1.34189  0.19939  0.5782
I  2.07452  1.17832  1.84247  1.0172
C  0.44018  -1.50496  2.33211  -0.3111
C  0.11750  -0.86326  3.79777  -0.1941
C  1.26243  -1.24798  4.96770  -0.3667
C  2.33214  -0.04264  5.25545  -0.1596
C  0.43029  -1.41956  6.41113  -0.1246
C  -0.40711  -2.84478  1.88738  -0.5192
C  0.64175  -4.06294  1.39031  -0.3157
C  0.18434  -5.58920  1.51533  -0.7515
C  0.86534  -6.44674  2.78436  -0.2137
I  1.13228  -6.63924  -0.23584  0.7364
P  -1.34934  -3.81942  3.23642  0.9065
N  -0.20966  -4.05420  4.65002  -0.1438
O  -2.67149  -2.98422  3.99503  -0.3730
C  -1.27238  -2.40756  0.57115  -0.5719
I  -2.81637  -3.89582  0.22727  1.0167
C  -1.74998  -0.80108  0.50450  -0.4531
N  -2.38433  -0.55707  1.82986  0.0688
C  -2.98577  -0.55095  -0.52703  -0.1985
C  -4.51990  -0.76370  -0.05952  -0.2359
C  -5.35209  0.52179  0.48400  -0.1674
C  -5.22817  1.92085  -0.32798  -0.1539
O  -4.33460  2.79708  0.50095  -0.1863
C  -4.52341  4.21349  0.15878  -0.2844
C  -3.22173  4.95006  -0.59020  -0.0031
O  -5.64963  4.89181  0.47077  -0.0098
H  4.24186  4.78123  -2.04306  0.1076
H  3.57304  5.06103  -3.79338  0.1015
H  4.18952  3.28508  -3.19692  0.1006
H  0.57716  2.83671  -3.20220  0.1237
H  2.25205  2.52259  -4.15420  0.1218
H  2.24447  2.03465  -1.00221  0.0484
H  3.11568  1.06588  -2.35673  0.1345
H  0.53281  0.56163  -3.28636  0.1511
H  1.53808  -0.64967  -2.39199  0.1095
H  -0.68641  -0.92169  -1.76710  0.1646
H  -1.04632  0.91851  -1.68976  0.1290
H  -0.47474  3.38828  -0.94338  0.0668
H  1.53010  -1.94609  2.57601  0.1083
H  -0.89596  -1.18965  4.29111  0.0887
H  0.10176  0.30254  3.87354  0.0384
H  1.82596  -2.24542  4.72375  0.1142
H  2.79053  -0.19090  6.33228  0.0913
H  1.92570  1.04203  5.08547  0.0675
H  3.24411  -0.18142  4.50053  0.0616
H  1.19756  -1.93342  7.14504  0.0901
H  0.18626  -0.35765  6.89924  0.0985
H  -0.57766  -1.99981  6.28747  0.0497
H  1.67744  -4.00582  1.98805  0.1294
H  0.98439  -3.90755  0.25647  0.0470
H  -0.91744  -5.90344  1.38947  0.0129
H  1.73802  -5.84296  3.27737  0.0775
H  1.21992  -7.52686  2.44815  0.0512
H  -0.02859  -6.63911  3.55036  0.0755
H  0.77219  -4.10643  4.30298  0.0206
H  -0.51405  -4.93917  5.12867  0.0566
H  -2.65928  -3.09709  5.00150  0.0779
H  -0.53148  -2.52117  -0.35103  0.0914
H  -2.93787  -1.40613  2.05109  0.0650
H  -3.00669  0.24515  1.94576  0.0471
H  -3.02537  0.47326  -1.08931  0.0899
H  -2.80503  -1.33648  -1.41447  0.1075
H  -5.11517  -1.17711  -1.00971  0.1403
H  -4.69312  -1.60139  0.77414  0.0847
H  -5.11485  0.69629  1.64062  0.1317
H  -6.50635  0.21510  0.46421  0.1382
H  -4.71838  1.82060  -1.39270  0.1390
H  -6.26956  2.46953  -0.38016  0.1460
H  -3.16793  4.54651  -1.68872  0.0977
H  -2.27928  4.58170  0.02699  0.0676
H  -3.36077  6.10781  -0.49426  0.1071
N  4.07178  2.44058  -6.24616  0.0427
C  3.91918  3.61044  -6.90455  -0.1514
C  4.21538  3.78344  -8.24712  -0.0697
C  4.70177  2.69248  -8.95969  -0.0711
C  4.87158  1.47480  -8.30891  -0.0718
C  4.54411  1.39891  -6.96469  -0.1516
H  3.53994  4.43259  -6.30463  0.0913
H  4.07081  4.74551  -8.72542  0.1052
H  4.94626  2.79013  -10.01341  0.1095
H  5.24911  0.60591  -8.83596  0.1046
H  4.65560  0.46954  -6.41319  0.1004

No. 3
The following is a quantum chemistry calculation of a cluster of 8 separate species, C34H66ClN8O19 in total in a non-equilibrium geometry, from the OMol25 dataset.

As for the net charge: -1. Its molar mass is 926.4 g mol⁻¹. The calculation puts the orbital gap at 6.3 eV. The LUMO energy is 1.4 eV. The calculation puts the total energy at -3662.21232 Ha.

Each line ends with the Löwdin charge.
Atoms and positions in Å:
C  -0.92243  -0.80546  -0.36465  -0.0706
C  -2.43942  -0.91964  -0.15666  -0.2349
O  -3.14065  0.29677  0.08414  -0.1271
N  -2.35316  1.27690  0.67938  -0.0619
C  -2.69801  1.37819  2.08301  -0.1438
O  -2.68053  0.12453  2.80561  -0.0250
C  -1.43433  -0.42325  3.01145  -0.2652
C  -1.36006  -1.82899  3.07340  -0.0318
C  -0.15147  -2.53045  3.31077  -0.0749
C  1.01651  -1.77819  3.47969  -0.1045
C  0.95218  -0.38416  3.44506  -0.0941
C  -0.24340  0.28636  3.22291  -0.0244
C  -2.36420  2.56843  -0.04444  -0.2872
C  -3.34414  2.65831  -1.24754  -0.1278
C  -2.82468  2.26873  -2.64969  -0.2370
C  -2.88207  0.77715  -3.03721  -0.5231
Cl  -4.51849  0.04719  -2.75358  0.5756
C  -0.87666  2.84791  -0.44945  -0.1349
C  0.11332  2.53197  0.70296  -0.1873
C  1.40446  3.37687  0.47017  -0.1838
C  2.67696  2.66060  1.01619  -0.1957
C  3.52177  2.15401  -0.18281  -0.2232
C  4.81574  1.43514  0.25609  -0.2028
C  4.59908  0.07267  1.00028  -0.1920
C  3.30782  -0.69941  0.63809  -0.2186
C  3.26241  -1.27261  -0.79576  -0.1929
C  2.26719  -2.48411  -0.79512  -0.1841
C  2.95697  -3.76284  -0.22359  -0.1678
C  2.96134  -4.94231  -1.22198  -0.2339
O  1.61496  -5.12135  -1.66397  -0.2101
C  1.56368  -5.57772  -3.00539  -0.1225
C  -2.77339  3.80018  0.88705  -0.6624
O  -4.00260  3.90669  1.16883  -0.0747
O  -1.90231  4.62325  1.28298  -0.0467
H  -0.31829  -0.97514  0.53750  0.0589
H  -0.63616  -1.60310  -1.07523  0.0718
H  -0.59842  0.13987  -0.81820  0.0627
H  -2.85920  -1.37926  -1.07025  0.0787
H  -2.70738  -1.61656  0.65410  0.0908
H  -2.03944  2.05479  2.64285  0.1144
H  -3.75128  1.71034  2.14256  0.1362
H  -2.28103  -2.40402  2.94430  0.1047
H  -0.14894  -3.61973  3.36056  0.0922
H  1.98171  -2.26549  3.64037  0.0585
H  1.84770  0.23211  3.57585  0.1033
H  -0.24932  1.37607  3.21863  0.1045
H  -3.61516  3.72553  -1.32411  0.1173
H  -4.30418  2.15800  -1.05902  0.0961
H  -3.50063  2.76894  -3.37272  0.0860
H  -1.81943  2.63848  -2.89407  0.1068
H  -2.76834  0.73996  -4.13191  0.0532
H  -2.07671  0.15378  -2.63442  0.0604
H  -0.72998  3.89605  -0.75056  0.1202
H  -0.56094  2.23464  -1.31599  0.0959
H  -0.32272  2.90748  1.63470  0.0906
H  0.39998  1.47316  0.73457  0.0836
H  1.52824  3.64883  -0.59220  0.1019
H  1.30756  4.34059  1.00037  0.1129
H  2.36981  1.79488  1.62251  0.0794
H  3.30619  3.33211  1.62451  0.1088
H  2.90916  1.51705  -0.83913  0.0969
H  3.80970  3.03973  -0.77715  0.1099
H  5.32478  2.11033  0.96913  0.0991
H  5.51858  1.30918  -0.58508  0.0984
H  5.44335  -0.58907  0.73145  0.0986
H  4.63630  0.23375  2.08997  0.0998
H  2.40357  -0.09764  0.81514  0.0884
H  3.24431  -1.56151  1.32690  0.0996
H  2.85582  -0.55357  -1.52570  0.0987
H  4.25916  -1.58150  -1.15783  0.1088
H  1.81361  -2.65013  -1.78106  0.1070
H  1.46842  -2.19414  -0.09402  0.0832
H  3.98204  -3.49558  0.08670  0.1097
H  2.41376  -4.06757  0.68763  0.1096
H  3.33187  -5.84500  -0.70477  0.1185
H  3.62876  -4.66264  -2.05557  0.1165
H  1.80026  -6.65699  -3.05831  0.0854
H  0.55426  -5.38165  -3.39705  0.0858
H  2.27531  -5.04523  -3.66306  0.0847
C  -4.29273  -2.12220  -6.06680  0.0404
N  -2.83961  -1.86869  -6.26771  -0.4480
O  -2.17332  -1.59677  -5.29225  0.0637
O  -2.42184  -1.95614  -7.40603  0.0527
H  -4.52703  -2.01014  -5.01261  0.0654
H  -4.83721  -1.39424  -6.66177  0.1013
H  -4.49233  -3.13513  -6.40632  0.0957
C  -3.86985  3.10742  5.13037  0.0564
N  -2.97512  3.03471  6.31804  -0.4509
O  -1.77838  3.07601  6.12898  0.0673
O  -3.51174  2.93795  7.40700  0.0372
H  -3.26122  3.19303  4.23636  0.0819
H  -4.46114  2.19594  5.11173  0.1036
H  -4.50118  3.98293  5.25057  0.1025
C  -6.52228  4.22738  -4.11496  0.0529
N  -5.76060  3.46505  -5.14087  -0.4491
O  -5.99216  2.28254  -5.25042  0.0612
O  -4.94899  4.08807  -5.80137  0.0372
H  -7.19799  3.54595  -3.61030  0.0974
H  -5.80117  4.64680  -3.41762  0.1038
H  -7.07004  5.01120  -4.63117  0.0970
C  4.49112  -3.68353  6.17963  0.0561
N  4.45427  -3.25982  4.75416  -0.4258
O  5.41212  -2.64623  4.32382  0.0522
O  3.46653  -3.55556  4.11882  0.0520
H  5.42784  -3.35125  6.61488  0.0911
H  3.64235  -3.22225  6.67773  0.1049
H  4.41472  -4.76705  6.19911  0.1011
C  -2.52989  -5.46968  -0.01437  0.0510
N  -1.94514  -4.65011  1.08080  -0.4185
O  -1.35587  -3.64133  0.76810  0.0694
O  -2.10611  -5.05917  2.21703  0.0557
H  -2.30984  -4.98702  -0.96073  0.0944
H  -2.07409  -6.45470  0.03641  0.0973
H  -3.60183  -5.52469  0.15573  0.0981
C  -3.16947  6.59428  -7.02315  0.0377
N  -2.01849  7.31225  -6.41131  -0.4544
O  -2.26018  8.29649  -5.74238  0.0624
O  -0.91354  6.86053  -6.62850  0.0613
H  -4.08404  7.10694  -6.74714  0.0920
H  -3.02479  6.60859  -8.10002  0.0985
H  -3.16599  5.57765  -6.64128  0.0793
C  8.75133  -2.78473  3.89792  0.0485
N  9.38870  -3.16109  5.18939  -0.4521
O  8.66199  -3.53292  6.08960  0.0568
O  10.59733  -3.07069  5.25381  0.0579
H  7.67861  -2.91471  3.98913  0.0612
H  9.00041  -1.74592  3.70011  0.1044
H  9.15886  -3.43746  3.13075  0.1009